[1]
C35H55N4OP2Pb as an isolated structure. Source: the OMol25 dataset; level of theory: ωB97M-V/def2-TZVPD.

The HOMO-LUMO gap comes out at 5.78 eV. For the electronic energy, the calculation gives -69013.9510 eV. The max |F| is 3.8 eV Å⁻¹. Its energy above the lowest of the compared OMol25 structures with the same formula, charge and spin is 0.0 kcal/mol. The HOMO energy is -8.57 eV. The charge is +1. As for the multiplicity: 1.

```
98
Properties=species:S:1:pos:R:3:forces:R:3:lowdin_charge:R:1
C -1.110928 -0.863024 -2.573327 -0.59 -0.46 -0.83 -0.380
C -2.535869 -0.246278 -0.804328 0.06 0.11 1.96 -0.364
C -2.197956 -1.166908 -3.388996 1.57 -0.07 -0.11 -0.074
C -3.659891 -0.384465 -1.666335 -0.30 -0.34 -1.23 -0.043
C -3.488197 -0.860856 -2.949423 -0.60 0.56 1.09 -0.068
H -1.999646 -1.612838 -4.357164 -0.16 0.08 0.04 0.105
H -4.638656 -0.149270 -1.250268 0.20 -0.12 -0.25 0.112
H -4.337988 -0.996145 -3.613869 0.10 -0.02 0.16 0.111
N -1.270422 -0.343312 -1.348502 0.64 0.31 0.74 -0.040
P 1.602910 -0.065690 -2.435846 -0.07 -0.20 -0.32 1.009
P -1.764897 -0.002695 2.015166 -0.47 0.43 -0.11 0.986
C 0.302036 -1.208180 -3.057059 -0.16 -0.46 -0.06 -0.264
H 0.541943 -2.236953 -2.727472 -0.13 0.49 0.01 0.082
H 0.321291 -1.243560 -4.156108 -0.08 0.00 0.35 0.082
C 2.103813 0.801264 2.434630 1.49 -0.38 3.01 -0.077
O 2.575054 0.705631 3.470726 -1.08 0.25 -2.27 0.087
C -2.781909 -0.080832 0.583938 -0.47 0.82 -1.42 -0.340
H -3.856237 0.044419 0.797324 0.43 -0.16 -0.13 0.064
C -2.548990 -1.485423 3.027864 0.35 0.76 0.04 -0.650
C -2.209354 1.694732 2.842960 0.00 -1.02 -0.05 -0.689
C 3.280916 -0.985423 -2.360800 -0.25 0.25 -0.37 -0.675
C 1.493935 1.347910 -3.690883 0.42 -0.21 0.10 -0.678
C -1.415845 -1.994078 3.927501 -0.22 -0.19 0.16 -0.108
H -1.086720 -1.230203 4.645369 -0.05 -0.18 -0.18 0.077
H -1.762517 -2.868637 4.500508 0.15 0.13 -0.06 0.094
H -0.549575 -2.293795 3.323489 -0.17 0.14 0.24 0.032
C -3.784795 -1.142195 3.864125 -0.10 -0.27 0.18 -0.094
H -3.593931 -0.403609 4.651071 -0.09 -0.16 -0.25 0.066
H -4.624755 -0.812027 3.237789 0.26 -0.04 0.17 0.084
H -4.110502 -2.067989 4.367955 0.04 0.22 -0.09 0.093
C -2.966803 -2.562753 2.024507 0.00 0.02 0.00 -0.110
H -3.327853 -3.454313 2.561146 0.15 0.19 -0.03 0.097
H -3.773106 -2.216206 1.368430 0.25 -0.09 0.16 0.082
H -2.121440 -2.855345 1.393674 -0.34 0.08 -0.02 0.035
C -1.646078 1.668466 4.274498 -0.14 0.25 -0.04 -0.097
H -0.552725 1.553968 4.274798 -0.20 0.00 -0.02 0.069
H -1.885651 2.624499 4.761986 0.11 -0.18 0.02 0.091
H -2.074894 0.865024 4.887235 0.12 0.26 -0.19 0.057
C -1.537484 2.824374 2.046859 -0.01 -0.09 0.03 -0.141
H -0.441217 2.769830 2.077559 -0.08 -0.05 0.01 0.038
H -1.864758 2.831290 0.998483 0.03 -0.08 0.14 0.070
H -1.823959 3.792369 2.485453 0.06 -0.20 -0.07 0.094
C -3.716315 1.950381 2.832420 -0.11 0.37 0.26 -0.098
H -4.285817 1.224071 3.417763 0.17 0.22 -0.17 0.056
H -3.891692 2.938758 3.283166 -0.08 -0.14 -0.09 0.090
H -4.117404 1.976297 1.812440 0.13 -0.02 0.19 0.077
C 2.536278 2.413521 -3.312140 0.06 0.08 -0.10 -0.086
H 2.446033 3.248008 -4.025648 0.10 -0.18 0.21 0.098
H 2.348106 2.809655 -2.303744 0.07 -0.17 -0.35 0.047
H 3.566304 2.035217 -3.363844 -0.29 0.16 0.00 0.065
C 0.093998 1.980061 -3.601571 -0.12 -0.03 0.09 -0.081
H -0.698453 1.280935 -3.899426 0.17 0.19 0.12 0.082
H -0.124755 2.361551 -2.594470 0.05 -0.18 -0.19 0.045
H 0.057671 2.839218 -4.289662 0.06 -0.23 0.15 0.103
C 1.703673 0.848435 -5.128187 0.11 0.18 -0.20 -0.078
H 1.648160 1.715849 -5.803525 -0.02 -0.21 0.13 0.099
H 2.679231 0.377592 -5.282649 -0.28 0.20 0.03 0.059
H 0.923488 0.143385 -5.441153 0.17 0.22 0.06 0.077
C 3.026997 -2.493313 -2.221114 -0.03 -0.07 0.10 -0.105
H 2.683069 -2.939825 -3.163641 0.02 0.14 0.23 0.094
H 3.970024 -2.991513 -1.949660 -0.19 0.15 -0.06 0.100
H 2.294592 -2.721607 -1.435287 0.17 0.09 -0.17 0.042
C 4.034160 -0.473667 -1.114185 0.01 0.03 -0.07 -0.107
H 3.481027 -0.663022 -0.180867 0.07 -0.01 -0.24 0.052
H 4.996305 -1.004829 -1.042793 -0.25 0.17 0.01 0.095
H 4.250610 0.603573 -1.176845 -0.09 -0.25 0.00 0.082
C 4.151923 -0.757970 -3.601599 0.39 -0.20 0.00 -0.094
H 3.686697 -1.155631 -4.512376 0.12 0.11 0.28 0.082
H 4.419295 0.295003 -3.752310 -0.12 -0.32 -0.01 0.069
H 5.094588 -1.309150 -3.455127 -0.20 0.13 -0.07 0.098
Pb 0.560040 0.650433 0.059869 -1.69 0.59 -0.68 1.069
N 0.472030 -1.610993 0.726708 -1.06 -3.61 0.81 0.056
C 0.156508 -2.699446 1.039580 3.05 1.86 -0.94 -0.081
C 0.510133 -4.144096 1.360758 -0.88 -0.34 0.20 -0.570
C -0.759192 -4.960389 1.583694 -0.40 -0.28 0.14 -0.052
C 1.288220 -4.741576 0.190670 0.20 0.19 -0.58 -0.045
C 1.399196 -4.156900 2.604760 0.24 0.47 0.35 -0.032
H -1.305562 -4.608841 2.466018 0.13 -0.13 -0.23 0.072
H -1.423575 -4.887716 0.710572 0.15 -0.10 0.27 0.103
H -0.509149 -6.018308 1.740710 0.05 0.30 -0.07 0.103
H 2.279858 -4.280801 0.107043 -0.22 -0.07 -0.05 0.081
H 1.433280 -5.819095 0.353742 -0.13 0.34 0.07 0.104
H 0.744358 -4.610829 -0.754967 0.18 -0.07 0.18 0.098
H 1.800910 -5.162201 2.776657 -0.20 0.13 -0.17 0.105
H 2.248761 -3.470627 2.473493 -0.19 -0.21 0.08 0.097
H 0.843789 -3.855823 3.497620 0.12 -0.06 -0.12 0.080
N 1.248521 8.518553 1.703231 -0.05 -2.54 -1.10 0.183
C 1.224764 7.444178 1.237447 0.02 2.30 1.03 -0.149
C 1.192188 6.119626 0.663758 0.01 -0.28 -0.05 -0.207
C 0.140995 5.730977 -0.168058 -0.15 -0.16 -0.20 0.011
C 0.162340 4.450952 -0.722157 0.53 0.12 0.43 -0.123
N 1.150037 3.578706 -0.465686 -0.17 0.13 0.09 -0.032
C 2.149190 3.940438 0.354208 -0.45 0.35 -0.14 -0.147
C 2.212135 5.201682 0.938378 0.16 -0.10 0.05 0.007
H -0.689377 6.396941 -0.392130 0.26 -0.04 0.09 0.130
H -0.639332 4.120298 -1.390150 0.29 0.10 0.26 0.115
H 2.932666 3.197085 0.548390 -0.31 0.28 -0.12 0.109
H 3.042126 5.456014 1.597211 -0.26 0.02 -0.20 0.129
```
Positions in Å, forces in eV/Å.

***

[2]
C33H24F10N4O2SeTi as an isolated structure. Source: the OMol25 dataset; level of theory: ωB97M-V/def2-TZVPD.

The HOMO-LUMO gap (spin up / spin down) comes out at 6.10 / 6.42 eV. For the electronic energy, the calculation gives -160297.1073 eV. The max |F| is 4.0 eV Å⁻¹. The HOMO energy (spin up / spin down) is -9.90 / -10.19 eV. The charge is +1. As for the multiplicity: 2.

```
75
Properties=species:S:1:pos:R:3:forces:R:3:lowdin_spin:R:1
Ti 0.283957 0.294825 -0.289488 -0.11 -2.68 0.50 0.920
C -0.473491 1.692319 -3.438239 1.63 0.25 -2.18 0.000
C -1.478670 1.677178 -2.387110 -1.22 0.07 1.74 0.004
C -2.848784 1.799282 -2.624214 -1.21 -0.34 -1.57 0.003
C -3.786113 1.954672 -1.616269 1.17 -0.28 1.59 0.000
C -3.330867 1.964394 -0.279182 1.41 0.79 -0.87 0.003
C -1.944665 1.931771 -0.060227 -1.09 -0.57 -2.40 0.001
N -1.079991 1.647127 -1.094918 -0.54 1.15 0.07 0.010
C -1.341914 2.072971 1.244123 1.18 0.05 0.98 0.003
C -2.030300 2.529136 2.338844 -0.70 -0.27 -0.07 0.001
C -1.497656 2.327774 3.618622 0.01 0.28 -0.44 0.001
C -0.280786 1.695516 3.727462 1.55 -1.39 0.25 0.001
C 0.423440 1.269818 2.534638 -1.24 1.64 0.93 0.002
N -0.063214 1.608863 1.341767 -1.06 -0.52 0.46 0.003
C 1.584309 0.367941 2.503090 -1.12 -2.02 0.62 0.000
C 2.310822 0.133210 3.677947 -0.37 2.19 -1.03 0.000
C 3.276850 -0.820674 3.667127 -0.21 -1.31 -0.69 0.000
C 3.158251 -1.778999 2.648428 1.70 -0.28 0.55 0.000
C 2.466751 -1.525675 1.466984 -1.43 -0.45 1.37 0.004
C 2.591341 -2.636915 0.478217 0.66 -0.15 -1.94 0.001
N 1.572492 -0.491123 1.427667 2.23 0.64 0.08 0.010
H -0.943750 1.853423 -4.447452 0.39 -0.21 1.05 0.000
H 0.170937 0.773115 -3.507595 -0.89 0.69 0.26 0.000
H 0.253067 2.533853 -3.286208 -0.73 -0.50 0.06 0.000
H -3.252806 1.669465 -3.655106 0.68 0.46 0.77 0.000
H -4.839572 2.095044 -1.774829 -0.19 -0.22 -0.43 0.000
H -3.968819 2.091937 0.566957 -0.53 0.01 0.11 0.000
H -3.046429 2.873842 2.134389 0.40 0.11 0.63 0.000
H -2.060584 2.615044 4.503595 0.15 -0.05 -0.17 0.000
H 0.111825 1.382610 4.739723 -0.51 0.52 -1.37 0.000
H 2.185753 0.826343 4.509333 0.24 -0.12 -0.25 0.000
H 4.040519 -0.781034 4.418966 0.06 -0.78 0.47 0.000
H 3.644055 -2.783335 2.709329 0.03 1.33 0.06 0.000
H 1.694726 -2.895814 -0.078487 -0.15 0.28 0.23 0.000
H 2.980177 -3.557375 0.952700 -0.28 0.63 -0.12 0.000
H 3.310873 -2.398999 -0.344569 -0.23 0.10 0.70 0.000
C 4.712864 3.025220 -2.543692 0.29 -0.51 0.49 0.000
N 3.827366 1.914693 -2.165617 -2.09 -0.08 2.31 0.001
C 3.920658 0.669116 -2.929232 -0.38 0.99 -0.21 0.000
C 2.870043 2.063130 -1.184225 -0.69 -2.31 -2.08 0.002
C 2.892517 3.277895 -0.355599 -0.46 1.52 -0.30 0.001
O 1.932611 1.154862 -1.004435 3.15 2.30 -0.79 0.013
H 5.256051 3.459948 -1.687939 -0.47 -0.09 -0.37 0.000
H 4.174515 3.749511 -3.120679 -0.39 0.71 0.01 0.000
H 5.457762 2.640607 -3.217197 0.33 -0.30 -0.14 0.000
H 4.903121 0.671558 -3.315825 1.05 -0.34 -0.51 0.000
H 3.229610 0.655529 -3.753541 -0.41 0.05 -0.36 0.000
H 3.764706 -0.205332 -2.351913 -0.25 -0.62 0.85 0.000
H 2.336709 3.029619 0.558595 0.20 0.46 -0.23 0.000
H 2.397280 4.191311 -0.908578 0.92 -1.79 1.06 0.000
H 3.949607 3.517793 -0.152113 -0.65 0.21 0.22 0.000
F -5.187069 -3.743385 -3.199753 1.63 0.88 -0.17 0.000
C -3.928216 -3.212449 -3.021045 -0.93 -0.59 -0.07 -0.001
C -3.272842 -3.576240 -1.827007 -0.06 0.43 -0.69 0.000
F -3.861590 -4.421758 -0.948504 0.65 0.71 -0.81 0.000
C -2.017293 -3.007889 -1.607094 0.06 -0.70 0.59 -0.001
F -1.291230 -3.451178 -0.566167 -0.39 -0.07 -0.21 0.000
C -1.447233 -2.071138 -2.453860 1.09 0.22 0.71 0.005
Se 0.380388 -1.434302 -2.252898 -0.19 -0.34 0.06 0.020
C -2.164764 -1.691245 -3.543222 -0.27 0.28 -2.16 0.000
F -1.680301 -0.728040 -4.391692 -0.39 -0.68 0.62 0.000
C -3.337127 -2.322802 -3.959007 -1.09 0.28 1.88 0.001
F -4.042960 -1.800808 -4.975013 0.27 -0.62 0.20 0.000
F -2.551449 -3.206840 5.314311 0.46 0.20 -0.93 0.000
C -2.184678 -2.764496 4.084529 -1.17 0.67 0.05 -0.001
C -0.985764 -3.181624 3.481329 -0.68 0.16 1.44 0.000
F -0.058909 -3.890551 4.179464 -1.06 0.21 -0.72 0.000
C -0.701515 -2.727989 2.221542 1.37 1.04 -1.27 -0.001
F 0.449841 -3.231401 1.650332 -1.70 0.61 0.73 0.000
C -1.379735 -1.607752 1.637432 0.33 -0.63 -0.80 0.000
O -0.999278 -0.970709 0.516975 0.19 0.15 0.83 -0.008
C -2.583722 -1.252083 2.251559 -0.41 0.25 1.01 -0.001
F -3.291257 -0.209915 1.786777 -0.10 0.03 -0.51 0.000
C -3.054014 -1.815822 3.434560 2.02 -1.91 0.64 0.000
F -4.226445 -1.506605 3.992404 0.55 0.17 -0.31 0.000
```
Positions in Å, forces in eV/Å.